An isolated molecule of C3H7NO2 in a non-equilibrium geometry. Source: OMol25; level of theory: the ωB97M-V functional and the def2-TZVPD basis.

Atoms and positions in Å:
C1 0.44901 0.83947 -0.00750
C2 -1.16708 -0.93500 -0.11363
N1 0.47273 1.25151 1.27271
C3 0.41543 -0.64671 -0.30957
O1 0.66742 1.57552 -0.97951
O2 0.84755 -0.81231 -1.60005
H1 1.00021 0.23190 -1.90598
H2 0.47062 2.24064 1.45998
H3 0.41346 0.59102 2.02642
H4 0.98061 -1.24655 0.41457
H5 -1.46537 -0.82943 0.92492
H6 -1.31532 -1.96553 -0.42935
H7 -1.76928 -0.29452 -0.75302

Atomic forces in eV per Å
C 2.4 0.2 -0.7
C 1.6 -0.8 -0.6
N -0.5 0.2 -0.3
C -2.6 0.5 0.7
O -0.7 0.2 1.0
O 0.6 2.5 -1.2
H -0.6 -3.0 0.9
H 0.0 -0.1 0.1
H -0.1 0.1 0.0
H 0.0 0.1 -0.1
H 0.0 0.0 0.1
H -0.2 -0.1 0.1
H 0.1 0.2 0.0

The value obtained for the relative energy (zero: lowest compared OMol25 entry of this formula, charge and spin) is 91.8 kJ/mol. As for the SMILES: C[C@@H](O)C(N)=O. For the calculated total energy, the calculation gives -323.74600 Eh.

---

A 2-piece molecular cluster, C14H16O overall in a non-equilibrium geometry. Source: OMol25; level of theory: the ωB97M-V functional and the def2-TZVPD basis.

Atoms and positions in Å:
C1 -0.10873 -1.97436 4.14859
C2 0.44845 -0.62085 2.09574
C3 0.85889 -1.22082 3.27625
C4 1.27332 0.31007 1.45696
C5 2.47183 0.68983 2.01329
C6 2.13469 -0.93483 3.75087
C7 2.91881 0.04012 3.16471
H1 -0.41360 -0.94724 1.52121
H2 0.97335 0.63227 0.46955
H3 -1.15002 -1.88198 3.85388
H4 -0.01818 -1.64100 5.18088
H5 3.03687 1.53268 1.62998
H6 2.51273 -1.39143 4.66214
H7 3.92255 0.26599 3.49344
H8 0.10049 -3.04938 4.18921
C8 -3.48576 -0.30901 -3.04369
C9 0.45904 1.28395 -2.53159
C10 0.28052 0.22716 -3.42501
C11 -0.62122 1.95154 -1.99165
C12 -1.02931 -0.18618 -3.63254
C13 -1.90774 1.42983 -2.09884
C14 -2.10409 0.29715 -2.88690
O1 1.66307 1.82167 -2.14571
H9 1.12528 -0.12898 -3.99461
H10 2.44289 1.45191 -2.58250
H11 -0.37469 2.70145 -1.25254
H12 -1.24364 -0.84607 -4.47137
H13 -2.73758 1.89935 -1.58231
H14 -4.19185 0.43936 -3.40606
H15 -3.77837 -0.72553 -2.07984
H16 -3.45801 -1.11667 -3.78153

Atomic forces in eV per Å
C 0.2 -0.9 0.2
C 0.8 -0.1 -0.9
C -0.7 0.4 0.4
C -0.5 -0.6 -0.3
C 0.2 0.3 0.6
C 0.3 0.3 0.5
C 0.0 0.0 -0.9
H -0.3 0.1 0.6
H 0.0 0.5 0.0
H 0.0 0.2 -0.2
H -0.1 0.2 0.0
H 0.1 -0.3 -0.3
H -0.2 -0.1 -0.1
H 0.0 0.0 0.4
H 0.1 0.0 -0.1
C 0.7 0.1 -0.3
C 0.5 0.2 -0.4
C -0.2 1.0 0.3
C -0.5 -0.6 1.2
C 0.0 -0.3 -0.3
C 0.6 -0.3 -0.2
C -0.4 0.4 -0.6
O 0.4 -0.1 -0.1
H 0.0 -0.3 -0.1
H -0.5 -0.2 -0.1
H -0.2 0.4 -0.2
H 0.1 -0.3 0.4
H 0.1 -0.1 0.0
H -0.2 -0.1 0.3
H -0.4 0.0 -0.1
H 0.0 0.0 0.2

The value obtained for the relative energy (zero: lowest compared OMol25 entry of this formula, charge and spin) is 61.0 kJ/mol. As for the SMILES: Cc1ccc(O)cc1.Cc1ccccc1. For the calculated total energy, the calculation gives -618.29277 Eh.

---

C24H27F3N2O4SSiTl as an isolated structure. Source: OMol25; level of theory: the ωB97M-V functional and the def2-TZVPD basis.

Atoms and positions in Å:
Tl1 0.72380 0.01236 -0.08670
C1 -1.09980 -3.94065 -2.52452
Si1 -1.27534 -3.04632 -0.87496
C2 -2.66092 -3.88812 0.08857
C3 0.31510 -3.37932 0.06694
N1 -1.48746 -1.36708 -0.96250
C4 -2.53783 -0.73391 -1.55870
C5 -3.58428 -1.38882 -2.27129
C6 -4.66711 -0.72386 -2.82961
C7 -4.78652 0.65369 -2.71433
C8 -3.78810 1.34146 -2.02906
C9 -2.70327 0.67528 -1.49124
O1 -1.72422 1.36669 -0.76008
C10 -1.42505 2.65830 -1.12767
C11 -1.42140 3.62494 -0.13627
C12 -1.05425 4.92841 -0.45058
C13 -0.69633 5.26108 -1.74869
C14 -0.69572 4.27686 -2.73346
C15 -1.06089 2.97522 -2.42884
H1 -0.95228 -5.02021 -2.38665
H2 -0.23473 -3.54612 -3.07163
H3 -1.98070 -3.79853 -3.15915
H4 -2.49721 -4.96709 0.21589
H5 -3.62614 -3.74674 -0.41013
H6 -2.73401 -3.43092 1.08304
H7 0.52848 -4.45169 0.15994
H8 0.23826 -2.95597 1.07755
H9 1.16734 -2.91822 -0.45012
H10 -3.51587 -2.46799 -2.37175
H11 -5.42803 -1.29093 -3.35877
H12 -5.62937 1.18726 -3.13810
H13 -3.85521 2.41784 -1.91442
H14 -1.69157 3.33595 0.87373
H15 -1.04024 5.68573 0.32661
H16 -0.41405 6.27852 -1.99429
H17 -0.38750 4.52148 -3.74341
H18 -1.05655 2.19576 -3.18208
C16 3.19703 -1.50701 2.32439
C17 2.54169 -1.22260 3.63628
C18 3.16838 -1.48574 4.82768
C19 2.57741 -1.18422 6.06068
C20 1.30589 -0.59219 6.11531
C21 0.61093 -0.29802 4.97503
C22 -0.75860 0.31223 4.99587
C23 1.21042 -0.61186 3.67621
N2 0.52081 -0.32334 2.62560
H19 4.12062 -2.06585 2.46757
H20 3.43084 -0.57031 1.80646
H21 2.53934 -2.08227 1.67590
H22 4.15204 -1.94079 4.80443
H23 3.10476 -1.41161 6.97913
H24 0.86175 -0.35005 7.07429
H25 -1.05010 0.57959 6.00992
H26 -1.49510 -0.38558 4.58862
H27 -0.79391 1.20181 4.36103
F1 1.73166 3.10724 -0.73836
C24 2.95209 3.02544 -1.30045
F2 3.66600 4.07249 -0.86697
F3 2.80302 3.14589 -2.62342
S1 3.76501 1.43306 -0.85406
O2 5.15824 1.68002 -1.11808
O3 3.40100 1.28498 0.54902
O4 3.11346 0.47091 -1.73175

Atomic forces in eV per Å
Tl -0.5 -0.1 -0.4
C 0.0 -0.1 -0.2
Si -0.2 0.0 0.1
C -0.1 -0.1 0.1
C 0.1 0.0 0.1
N 0.1 0.5 -0.2
C 0.0 -0.3 0.1
C 0.1 0.0 0.1
C 0.1 -0.1 0.0
C 0.0 0.0 0.0
C 0.1 0.1 0.0
C 0.1 0.0 0.0
O -0.1 0.0 -0.1
C -0.1 -0.1 0.0
C 0.0 0.1 0.1
C 0.0 0.0 0.0
C 0.0 0.0 -0.1
C 0.0 0.0 0.0
C 0.0 0.0 -0.1
H 0.0 0.1 0.0
H -0.1 -0.1 0.0
H 0.1 -0.1 0.0
H 0.0 0.2 0.0
H 0.1 0.0 0.1
H 0.0 -0.1 -0.1
H -0.1 0.1 0.0
H 0.1 0.0 -0.1
H 0.0 -0.1 0.1
H -0.1 0.1 0.0
H 0.1 0.0 0.0
H 0.1 0.0 0.0
H 0.0 0.0 0.0
H 0.0 0.0 -0.1
H 0.0 -0.1 -0.1
H 0.0 -0.1 0.0
H 0.0 0.0 0.0
H 0.0 0.0 0.0
C -0.1 0.2 0.1
C -0.1 0.1 -0.1
C -0.1 0.0 0.2
C 0.0 0.0 -0.1
C 0.1 0.0 0.0
C -0.1 0.0 -0.1
C 0.1 0.0 -0.1
C -0.1 0.1 0.0
N 0.3 -0.3 0.5
H 0.0 0.0 0.0
H 0.0 -0.1 0.0
H -0.1 -0.1 -0.1
H 0.0 0.0 0.0
H 0.0 0.0 0.0
H 0.0 0.0 0.0
H 0.0 0.0 0.0
H 0.0 0.0 0.0
H 0.0 0.0 0.1
F 0.0 0.0 -0.1
C 0.0 -0.1 0.1
F -0.1 0.1 0.0
F 0.0 0.1 -0.1
S 0.2 -0.2 0.0
O 0.0 0.0 0.0
O 0.1 0.1 -0.1
O 0.0 0.1 0.1

The value obtained for the relative energy (zero: lowest compared OMol25 entry of this formula, charge and spin) is 24.3 kJ/mol. For the calculated total energy, the calculation gives -2501.04730 Eh. As for the charge: -1.

---

A 11-piece molecular cluster, C42H86N2O34P overall in a non-equilibrium geometry. Source: OMol25; level of theory: the ωB97M-V functional and the def2-TZVPD basis.

Atoms and positions in Å:
C1 0.59887 2.61752 -4.31886
C2 -0.63314 2.49128 -3.34472
C3 -0.31865 3.47406 -2.11865
C4 -1.87814 3.09912 -4.06826
C5 -3.21113 2.23787 -3.90072
C6 -3.72246 2.21270 -2.42608
C7 -4.48209 3.50260 -1.97023
C8 -4.91786 3.25371 -0.48259
O1 -4.94957 4.47074 0.26114
P1 -4.43027 3.00182 -5.10788
N1 -5.93529 2.57568 -4.86892
O2 -4.01158 2.47464 -6.64651
O3 -4.23332 4.67085 -5.12613
C9 -2.79849 0.77613 -4.34730
C10 -1.56040 0.20435 -3.57662
C11 -0.69505 -0.61323 -4.58953
C12 -2.13941 -0.88199 -2.55896
N2 -0.83228 1.16739 -2.74882
O4 0.26020 0.67062 -2.27901
H1 1.55580 2.80509 -3.79441
H2 0.42107 3.53620 -4.92541
H3 0.64750 1.77880 -5.03573
H4 -1.16701 4.17130 -1.94070
H5 0.57279 4.10517 -2.29223
H6 -0.16091 2.90773 -1.18064
H7 -1.66543 3.05847 -5.16604
H8 -2.04431 4.16904 -3.84125
H9 -4.40250 1.33014 -2.32992
H10 -2.91137 2.04854 -1.68532
H11 -5.34259 3.76655 -2.61058
H12 -3.80148 4.37847 -1.95488
H13 -4.12990 2.60652 -0.02257
H14 -5.86052 2.66393 -0.41870
H15 -4.68870 4.24114 1.15178
H16 -5.96354 1.97709 -4.04399
H17 -4.73087 1.87577 -6.88215
H18 -4.22973 4.93034 -6.05656
H19 -2.60646 0.76423 -5.44385
H20 -3.69602 0.15145 -4.18842
H21 -0.41975 -0.03328 -5.49615
H22 -1.29760 -1.47130 -4.96251
H23 0.19457 -1.06676 -4.10478
H24 -2.42106 -0.30571 -1.65057
H25 -3.00972 -1.41397 -2.97900
H26 -1.32049 -1.58318 -2.30167
C13 0.71965 0.36218 0.35819
O5 -0.35984 0.32932 1.29897
C14 -0.44437 -0.78726 2.01720
O6 0.28453 -1.74026 1.94101
O7 -1.48782 -0.66715 2.83806
C15 -1.70808 -1.81049 3.66388
H27 0.66554 1.31228 -0.15708
H28 1.68248 0.29750 0.86882
H29 0.61842 -0.43503 -0.37142
H30 -0.84858 -1.99322 4.30924
H31 -1.92404 -2.68756 3.05349
H32 -2.57341 -1.60287 4.28974
C16 4.56008 6.70287 -5.22543
O8 3.40150 7.30256 -5.80521
C17 2.29296 7.15016 -5.08273
O9 2.20864 6.57187 -4.03340
O10 1.29308 7.75196 -5.72747
C18 0.03476 7.66650 -5.05948
H33 5.39365 6.89103 -5.89829
H34 4.78337 7.15258 -4.25776
H35 4.42729 5.62553 -5.12584
H36 0.08128 8.15290 -4.08512
H37 -0.27597 6.62642 -4.95394
H38 -0.69513 8.18795 -5.67452
C19 -8.35212 -3.31736 -1.61631
O11 -7.05500 -2.72087 -1.58592
C20 -6.70147 -2.23398 -0.39602
O12 -7.36319 -2.26188 0.60461
O13 -5.47742 -1.71117 -0.51398
C21 -4.96271 -1.15025 0.69452
H39 -8.52174 -3.67139 -2.63068
H40 -8.40105 -4.16719 -0.93521
H41 -9.11902 -2.58367 -1.37021
H42 -4.87455 -1.91436 1.46700
H43 -5.59333 -0.32963 1.03759
H44 -3.97024 -0.76036 0.47545
C22 -3.03696 -5.48214 5.41338
O14 -3.58712 -5.09664 4.15463
C23 -4.91420 -5.20973 4.07133
O15 -5.64527 -5.59684 4.93989
O16 -5.28488 -4.81173 2.85215
C24 -6.69263 -4.87567 2.62040
H45 -1.95942 -5.34254 5.35161
H46 -3.42371 -4.85093 6.21348
H47 -3.24129 -6.53250 5.62075
H48 -7.22672 -4.22254 3.30996
H49 -7.05112 -5.90119 2.70891
H50 -6.87100 -4.52924 1.60456
C25 4.34052 -6.95358 -0.90085
O17 4.31210 -5.65517 -0.31131
C26 3.19722 -5.39509 0.37838
O18 2.27040 -6.14209 0.52558
O19 3.29906 -4.16174 0.87290
C27 2.16849 -3.73710 1.64583
H51 5.28608 -7.04898 -1.43044
H52 4.28992 -7.72613 -0.13376
H53 3.52594 -7.07008 -1.61553
H54 2.03517 -4.38257 2.51507
H55 1.26897 -3.72369 1.03726
H56 2.36735 -2.72855 1.98995
C28 7.42518 -3.75106 6.06827
O20 7.65076 -3.93030 4.67052
C29 6.77932 -3.28436 3.89097
O21 5.86818 -2.60054 4.27014
O22 7.09937 -3.53273 2.62227
C30 6.24264 -2.89734 1.66966
H57 8.18758 -4.31630 6.60035
H58 7.51904 -2.69993 6.34114
H59 6.44539 -4.13456 6.35283
H60 6.29307 -1.81257 1.77011
H61 5.21905 -3.24580 1.78072
H62 6.59500 -3.17056 0.67759
C31 -5.82475 -1.63957 -4.92096
O23 -6.45540 -1.27054 -6.14524
C32 -7.77798 -1.44364 -6.14456
O24 -8.43300 -1.86736 -5.23230
O25 -8.24330 -1.06411 -7.33464
C33 -9.65692 -1.19596 -7.47456
H63 -4.75775 -1.46071 -5.03144
H64 -6.19496 -1.02870 -4.09671
H65 -5.97628 -2.69860 -4.71252
H66 -10.17566 -0.56912 -6.74957
H67 -9.95933 -2.23750 -7.36620
H68 -9.91648 -0.85948 -8.47584
C34 2.72275 -4.88752 5.95967
O26 2.42078 -4.98227 7.35285
C35 1.20682 -4.53870 7.67761
O27 0.39347 -4.08994 6.91687
O28 1.05405 -4.68011 8.99483
C36 -0.21184 -4.24057 9.48393
H69 3.72914 -5.27557 5.81875
H70 2.03016 -5.49177 5.37339
H71 2.69978 -3.84905 5.62939
H72 -1.01995 -4.81997 9.03728
H73 -0.35134 -3.17697 9.29097
H74 -0.21861 -4.40396 10.55925
C37 14.06922 -2.46056 8.51010
O29 13.56219 -2.08750 7.23004
C38 12.23707 -2.19191 7.11961
O30 11.48420 -2.55899 7.97924
O31 11.89537 -1.81721 5.88648
C39 10.49366 -1.88094 5.63086
H75 15.14938 -2.33552 8.48005
H76 13.66384 -1.81417 9.28837
H77 13.84384 -3.50514 8.72431
H78 9.94987 -1.21062 6.29716
H79 10.12984 -2.90261 5.73320
H80 10.33184 -1.55667 4.60523
C40 2.48597 8.10119 -1.21202
O32 3.69362 8.86367 -1.22192
C41 3.50387 10.18212 -1.16701
O33 2.44354 10.74114 -1.11318
O34 4.70107 10.77202 -1.18333
C42 4.64687 12.19635 -1.12914
H81 2.75952 7.05024 -1.26170
H82 1.92966 8.27230 -0.28994
H83 1.87430 8.34000 -2.08006
H84 4.17450 12.52908 -0.20504
H85 4.11756 12.59504 -1.99446
H86 5.67161 12.56096 -1.14829

Atomic forces in eV per Å
C -0.5 0.3 -0.2
C 0.8 3.4 1.1
C -0.4 0.0 0.1
C -0.7 -1.3 -1.0
C 2.0 0.6 -0.1
C -1.1 0.5 -0.4
C 0.1 -0.3 1.1
C 0.9 -0.5 -0.4
O -0.3 -0.3 -0.5
P -1.8 -0.7 -0.1
N 1.5 0.1 0.0
O 0.4 1.5 1.7
O 0.4 -2.5 -0.5
C -0.6 1.3 -0.3
C -2.0 -2.8 0.0
C 0.1 0.0 -0.2
C 0.9 1.0 0.1
N 1.3 -0.4 -2.2
O -0.6 0.3 0.0
H -0.6 -0.6 -0.2
H 0.1 -0.6 0.4
H 0.2 0.3 0.4
H 0.5 -0.5 -0.1
H -0.4 -0.4 0.0
H 0.0 0.3 -0.6
H -0.2 0.1 0.6
H 0.2 -0.7 0.2
H 0.3 0.6 0.0
H -0.2 0.0 -0.8
H 0.4 -0.3 0.3
H -0.2 -0.5 -0.1
H -0.5 0.3 -0.3
H 0.3 0.6 -0.1
H 0.0 0.1 0.3
H -0.3 0.1 -0.1
H -0.2 -0.1 0.0
H 0.0 0.3 -0.1
H 0.0 0.1 0.7
H 0.6 0.1 0.0
H 0.0 -0.3 0.6
H 0.1 0.6 0.3
H -0.4 0.6 -0.3
H -0.1 -0.7 -0.4
H 0.5 0.2 0.2
H -0.6 0.3 0.0
C 0.4 0.0 0.2
O 0.0 0.0 0.1
C -0.3 0.4 0.0
O -0.1 0.1 0.0
O -0.1 0.0 0.0
C -0.2 -0.4 0.3
H -0.1 0.0 0.2
H -0.1 -0.1 0.1
H 0.0 0.0 0.1
H 0.0 -0.1 -0.1
H 0.1 0.0 0.0
H 0.0 0.2 -0.1
C 0.4 -0.1 0.1
O 0.0 0.0 0.0
C 0.1 0.2 -0.4
O -0.1 -0.2 0.2
O 0.0 0.0 0.0
C -0.4 0.0 0.1
H -0.2 0.1 -0.1
H -0.1 -0.1 0.0
H -0.1 0.1 0.1
H 0.0 -0.1 0.0
H 0.1 0.0 0.1
H 0.2 0.0 -0.1
C -0.4 -0.2 -0.2
O 0.1 0.0 0.0
C 0.2 0.0 -0.4
O -0.1 0.0 0.2
O 0.0 0.0 -0.1
C 0.3 0.2 0.3
H 0.2 0.1 0.0
H 0.0 0.1 0.1
H 0.1 -0.1 0.1
H -0.1 0.0 0.0
H -0.1 -0.1 0.0
H -0.1 -0.1 -0.2
C 0.3 -0.1 0.3
O 0.0 0.1 -0.1
C 0.2 0.1 -0.3
O -0.1 -0.1 0.2
O 0.1 0.0 0.0
C -0.4 0.0 -0.2
H -0.1 0.1 -0.2
H -0.1 -0.1 0.0
H -0.1 0.1 0.0
H 0.0 -0.1 0.0
H 0.0 0.0 0.2
H 0.2 0.1 0.1
C 0.1 -0.3 -0.2
O 0.1 0.0 0.0
C 0.2 0.3 0.0
O -0.1 -0.2 0.0
O 0.0 -0.1 0.0
C -0.1 0.1 0.2
H 0.0 0.2 0.1
H -0.1 0.0 0.0
H -0.1 0.0 0.1
H -0.1 -0.1 -0.1
H 0.1 -0.1 0.0
H 0.2 -0.1 -0.2
C 0.0 0.0 0.4
O 0.1 0.0 0.0
C 0.2 -0.2 -0.3
O -0.2 0.1 0.1
O 0.1 0.0 0.1
C -0.2 0.2 -0.3
H 0.1 0.0 -0.2
H -0.2 0.0 0.0
H 0.0 0.2 0.0
H -0.1 -0.1 0.1
H 0.1 0.1 0.1
H 0.1 -0.2 0.2
C 0.2 -0.1 0.3
O 0.1 0.0 -0.1
C 0.2 0.2 -0.3
O -0.1 -0.1 0.2
O 0.0 0.0 0.0
C -0.4 0.0 -0.1
H -0.1 0.0 -0.3
H -0.1 -0.1 0.0
H -0.1 0.1 0.1
H 0.0 -0.1 0.1
H 0.0 0.1 0.1
H 0.2 0.0 0.0
C 0.2 0.0 -0.4
O 0.0 0.0 0.0
C 0.4 -0.2 0.2
O -0.3 0.1 -0.2
O 0.0 0.0 0.0
C -0.3 0.1 0.2
H 0.0 0.0 0.2
H -0.1 0.1 0.0
H -0.1 -0.1 0.0
H 0.0 0.1 -0.1
H 0.0 -0.1 -0.1
H 0.2 -0.1 -0.1
C 0.2 -0.1 0.3
O 0.0 0.0 0.0
C 0.2 0.1 -0.3
O -0.1 -0.1 0.2
O 0.0 0.0 0.0
C -0.4 0.0 -0.2
H -0.1 0.1 -0.2
H -0.1 -0.1 0.0
H -0.1 0.1 0.0
H 0.0 -0.1 0.1
H 0.0 0.1 0.1
H 0.2 0.0 0.0
C -0.3 -0.3 0.1
O 0.1 0.0 0.0
C 0.3 -0.2 0.0
O -0.2 0.1 0.0
O 0.1 0.0 0.0
C 0.1 0.4 0.0
H 0.2 0.1 -0.1
H 0.0 0.1 -0.1
H 0.0 0.1 0.1
H -0.1 0.0 -0.1
H -0.1 0.0 0.1
H 0.0 -0.2 0.0

The multiplicity is 2. For the calculated total energy, the calculation gives -4660.98009 Eh.

---

An isolated molecule of C5H12N2S2 in a non-equilibrium geometry. Source: OMol25; level of theory: the ωB97M-V functional and the def2-TZVPD basis.

Atoms and positions in Å:
C1 3.11047 0.13124 -0.08378
C2 1.66615 0.52605 0.20564
C3 -3.19781 -1.06527 0.28918
C4 -2.64704 0.04691 -0.56999
C5 -2.33802 1.36584 0.03012
H1 2.51099 -1.47219 -1.23423
H2 4.21302 -1.19926 -1.13040
H3 3.81852 1.65685 0.78443
H4 1.30424 1.15061 -0.61800
H5 1.64194 1.13846 1.10865
H6 1.01678 -1.45662 1.37014
H7 -2.75375 -1.03520 1.29031
H8 -4.28393 -0.96201 0.38462
H9 -2.98469 -2.04436 -0.14893
H10 -3.03039 0.07048 -1.58905
H11 -2.47857 1.47425 1.10230
H12 -2.54501 2.26315 -0.54711
N1 3.28937 -1.04673 -0.75537
N2 4.11832 0.84243 0.24909
S1 0.44557 -0.81336 0.33479
S2 -0.87618 0.42871 -0.47241

Atomic forces in eV per Å
C 0.0 -0.3 0.0
C 0.1 0.2 0.5
C 0.0 -0.1 0.1
C 0.3 -0.4 0.3
C -0.4 0.9 -0.5
H 0.1 0.0 0.2
H -0.1 0.0 0.0
H 0.1 -0.1 -0.1
H 0.3 0.0 0.1
H 0.0 0.0 0.0
H 2.2 -1.1 0.1
H -0.1 0.0 -0.1
H 0.1 0.0 0.0
H 0.0 0.1 0.1
H 0.2 0.0 0.1
H 0.1 -0.1 0.0
H -0.2 0.0 0.1
N 0.1 0.2 -0.2
N -0.4 0.0 0.1
S 4.6 -6.0 4.9
S -7.0 6.8 -5.6

For the calculated total energy, the calculation gives -1103.40444 Eh.

---

- Which value of calculated total energy does entry 3 give?
  -2501.04730 Eh

---

- Number 2 is which compound?
  C14H16O

---

- Among the records above, which one has the lowest calculated total energy?
  C42H86N2O34P